# 1
23
Properties=species:S:1:pos:R:3:forces:R:3:mulliken_charge:R:1 method="wB97M-V/def2-TZVPD" e_above_lowest_ev=0.538 total_charge=+1 homo_ev=-14.64 orbital_gap_ha=0.434 e_lumo_ev=-2.8
C 0.9825 -0.9186 1.5620 -0.42 0.53 3.51 -0.958
C -2.6989 -0.9182 -1.1203 -0.84 1.70 -1.75 -1.077
C 2.2096 1.7393 0.5146 0.89 -3.88 3.14 -0.776
C 0.6365 1.1428 -1.1992 -0.49 -0.65 -4.93 -0.796
C 1.1470 -0.4460 0.3768 -0.55 1.36 1.48 0.021
C -2.5359 -0.9327 0.3543 1.00 0.13 -0.54 -0.045
N 0.9811 1.0074 0.1658 -0.59 -1.26 -0.07 0.234
Cl -1.8825 0.6894 0.7440 -0.60 0.62 0.95 -0.248
H -1.7911 -1.6403 0.6811 0.04 -0.28 0.30 0.208
H 1.0338 -1.8775 2.0059 0.39 -1.46 -0.91 0.355
H 0.7869 -0.3028 2.4639 -0.15 0.45 -1.03 0.194
H -3.1871 0.0742 -1.3968 -0.47 -1.56 0.36 0.326
H -3.2504 -1.8015 -1.4892 0.35 0.57 -0.06 0.338
H -1.7867 -0.6860 -1.6916 0.17 -1.15 0.41 0.184
H 3.0221 0.9085 0.3757 -1.02 2.18 0.30 0.301
H 2.2814 2.5135 -0.1394 0.63 2.51 -1.39 0.422
H 2.0739 1.9715 1.6159 0.76 0.14 -1.44 0.332
H 1.4733 0.7983 -1.8446 -0.10 0.59 0.54 0.497
H -0.1765 0.4915 -1.6059 0.46 0.21 1.33 0.060
H 0.3049 2.1124 -1.5484 0.39 0.58 0.59 0.411
H 1.3985 -0.9540 -0.4730 0.57 -1.26 -2.05 0.470
H -3.4640 -1.0525 0.8634 -0.52 0.00 0.51 0.366
H 0.1364 1.3098 0.6492 0.08 -0.06 0.75 0.180

# 2
17
Properties=species:S:1:pos:R:3:forces:R:3:mulliken_charge:R:1 method="wB97M-V/def2-TZVPD" e_above_lowest_ev=5.669 total_charge=0 homo_ev="-9.22 / -8.89" orbital_gap_ha="0.320 / 0.251" e_lumo_ev="-0.5 / -2.1"
C 1.1906 -2.8442 -0.0295 -0.13 0.34 0.03 -0.632
C 0.9301 -1.6609 0.0256 0.08 0.40 0.04 0.444
C 3.1102 1.3615 -0.4835 0.23 1.30 -0.77 -0.118
C -0.2048 0.4700 0.1557 -1.69 0.35 0.17 0.667
C -2.7358 0.6595 0.2091 0.12 -0.04 -0.14 -1.232
C -1.5524 -0.2926 0.2231 -0.01 0.47 -0.01 -0.461
N 2.9913 0.3289 0.1580 -0.85 -1.09 0.64 -0.293
N 0.8008 -0.3847 0.0543 2.09 -0.99 -0.29 -0.393
O -0.1241 1.6742 0.1894 0.23 0.29 0.00 -0.617
H 1.3856 -3.8695 -0.0799 0.13 -0.70 -0.01 0.446
H 4.0952 1.8345 -0.5442 0.27 -0.11 0.09 0.287
H 2.3341 1.9030 -1.0193 -0.38 -0.15 0.09 0.227
H -3.6489 0.1104 0.4295 -0.09 0.01 -0.02 0.362
H -2.8364 1.1344 -0.7688 -0.03 0.01 0.11 0.306
H -2.6024 1.4403 0.9516 -0.04 0.08 0.05 0.301
H -1.5358 -0.8765 1.1459 0.05 -0.09 -0.05 0.345
H -1.5973 -0.9884 -0.6169 0.05 -0.06 0.10 0.362

# 3
52
Properties=species:S:1:pos:R:3:forces:R:3:mulliken_charge:R:1 method="wB97M-V/def2-TZVPD" e_above_lowest_ev=0.669 total_charge=0 homo_ev=-8.45 orbital_gap_ha=0.308 e_lumo_ev=-0.1
C 2.5799 -0.0154 2.7710 -0.04 -0.03 0.00 -1.404
C 1.9034 -1.3256 2.5532 0.01 0.00 0.04 0.960
N 2.4913 -2.4199 2.1311 0.04 0.02 -0.02 -0.723
C 1.5078 -3.3770 2.0771 -0.02 0.00 -0.01 -0.864
C 0.3132 -2.8558 2.4705 0.01 -0.02 0.03 -0.138
N 0.5721 -1.5350 2.7741 0.02 0.00 -0.06 0.542
C -0.4025 -0.5632 3.2588 0.03 -0.01 0.00 0.144
C -0.7509 -0.7974 4.7177 -0.02 0.01 -0.02 -1.589
C -1.6431 -0.6636 2.3605 -0.07 -0.03 0.06 0.152
O -2.5775 -1.3931 2.6468 0.04 0.02 -0.03 -0.661
N -1.5727 0.0762 1.2347 -0.04 0.05 0.04 -0.032
C -2.5796 0.0115 0.1899 0.03 -0.04 -0.03 -1.444
C -2.1322 -0.6950 -1.1030 0.02 0.07 0.00 0.583
C -1.5180 -2.0904 -0.8319 -0.03 0.01 -0.04 -0.760
C -0.0998 -2.2150 -1.3901 -0.01 -0.01 -0.01 -0.988
C 0.8022 -1.0678 -0.9543 0.01 -0.01 0.57 0.091
N 0.0780 0.2176 -1.0693 0.14 -0.25 -0.95 0.948
C 0.7861 1.3882 -1.0149 -0.64 0.66 0.64 0.357
O 1.3153 1.8008 -0.0020 0.52 -0.35 -0.29 -0.635
C 0.7803 2.2509 -2.2588 -0.02 0.02 0.00 0.233
N 1.2934 1.6848 -3.3574 -0.01 -0.01 -0.07 -0.513
C 1.3378 2.4530 -4.4266 -0.02 0.01 0.06 0.237
O 1.8686 1.9068 -5.5262 0.00 0.00 0.01 -0.473
N 0.9015 3.7103 -4.5285 -0.01 0.02 0.00 -0.594
C 0.3756 4.2508 -3.4473 0.01 0.01 -0.02 0.199
O -0.0932 5.4969 -3.4970 0.01 -0.03 -0.01 -0.461
C 0.2990 3.5350 -2.2520 0.02 -0.02 0.08 0.498
F -0.2560 4.0826 -1.1656 0.01 0.01 -0.04 -0.327
C -1.1365 0.1684 -1.8840 -0.01 -0.11 0.07 -1.481
H 3.6374 -0.1497 2.5598 0.00 0.01 0.00 0.382
H 2.1886 0.7556 2.1046 0.01 0.02 0.00 0.187
H 2.4730 0.3263 3.8028 0.00 0.01 0.00 0.311
H 1.7235 -4.3855 1.7644 -0.02 0.00 0.00 0.472
H -0.6727 -3.2763 2.5725 0.00 0.01 0.00 0.509
H 0.0503 0.4209 3.1260 -0.01 0.00 0.02 0.511
H -1.4636 -0.0478 5.0617 0.01 0.00 0.01 0.399
H -1.2078 -1.7781 4.8360 0.00 0.00 0.01 0.301
H 0.1487 -0.7419 5.3301 0.01 0.00 0.00 0.422
H -0.7342 0.6109 1.0686 0.02 -0.05 -0.07 0.154
H -3.4253 -0.5200 0.6228 -0.01 -0.01 -0.01 0.462
H -2.9053 1.0275 -0.0497 -0.03 0.00 0.01 0.388
H -3.0359 -0.7974 -1.7102 0.03 0.00 -0.04 0.583
H -1.5094 -2.2903 0.2412 0.03 0.02 0.00 0.181
H -2.1420 -2.8619 -1.2848 -0.01 -0.02 0.04 0.316
H 0.3591 -3.1452 -1.0536 -0.01 0.00 0.01 0.566
H -0.1365 -2.2626 -2.4806 0.01 0.00 0.00 0.402
H 1.1043 -1.2113 0.0843 0.02 -0.02 0.02 -0.386
H 1.7075 -1.0416 -1.5653 -0.01 0.02 -0.02 0.386
H 1.8380 2.5727 -6.2252 0.00 0.00 0.00 0.371
H 0.0501 5.8254 -4.3962 0.00 0.00 0.00 0.370
H -0.9598 -0.2284 -2.8891 0.02 0.02 0.01 0.179
H -1.5314 1.1791 -1.9968 -0.01 0.02 0.03 0.678

# 4
8
Properties=species:S:1:pos:R:3:forces:R:3:mulliken_charge:R:1 method="wB97M-V/def2-TZVPD" e_above_lowest_ev=2.801 total_charge=-1 homo_ev="-3.65 / -2.31" orbital_gap_ha="0.270 / 0.216" e_lumo_ev="3.7 / 3.6"
C 0.2190 -0.5478 -0.6750 1.52 1.43 -0.88 -0.755
O -0.3279 0.2082 3.2468 0.21 -0.95 1.08 -0.488
O -0.9213 1.7892 1.5374 0.64 0.15 -1.23 -0.394
S -1.1424 0.4133 -1.0240 -0.66 -0.69 0.34 -0.548
S 0.2961 1.1269 2.2937 -0.49 0.34 -0.56 0.320
H 0.4727 -1.5206 -0.2695 -0.99 -0.10 0.22 0.336
H 1.0769 -0.0694 -1.1654 0.23 -0.53 0.40 0.251
H -0.9759 1.3465 0.5383 -0.45 0.35 0.63 0.279

# 5
88
Properties=species:S:1:pos:R:3:forces:R:3:mulliken_charge:R:1 method="wB97M-V/def2-TZVPD" total_charge=0 homo_ev=-9.26 orbital_gap_ha=0.349 e_lumo_ev=0.2
C -1.8816 -0.7971 -4.1865 -0.27 -0.12 0.09 -0.522
C -2.7999 -0.2389 -3.0960 -0.08 0.16 -0.61 -0.625
O -2.1869 0.7570 -2.3066 -0.25 0.19 0.44 -0.369
C -1.3215 0.2732 -1.2910 0.03 0.03 -0.51 -0.054
C 0.1133 0.6603 -1.6135 -0.11 -0.06 -0.24 0.723
O 0.6219 1.7895 -0.9166 0.47 -0.12 -0.12 -0.407
C 0.8054 1.7097 0.4582 -0.60 0.13 0.14 -0.374
O 1.6070 0.6330 0.8789 0.14 0.23 -0.11 -0.097
C 2.5115 0.9921 1.9218 -0.21 -0.64 0.02 -0.856
C 2.2512 0.2747 3.2600 0.49 0.38 0.09 0.238
C 3.0162 -1.0368 3.4152 -0.59 -0.10 0.05 -0.806
C 2.4285 -2.1873 2.5861 0.42 0.14 -0.09 -0.385
O 3.4244 -3.0117 1.9901 -0.05 -0.06 0.05 -0.578
N 2.7056 1.2147 4.3105 -0.44 -0.44 0.13 -0.256
C 1.6002 1.8143 5.0431 0.78 -0.07 -0.26 -0.458
C 2.0585 2.9027 5.9717 1.30 0.24 0.19 -0.108
O 3.2284 3.1795 6.1716 -1.36 -0.26 -0.11 -0.475
H -2.0477 -1.8617 -4.3476 -0.02 -0.03 0.11 0.039
H -2.0741 -0.3119 -5.1392 0.12 0.11 -0.07 0.302
H -0.8336 -0.6443 -3.9403 0.08 -0.10 0.03 0.311
H -3.2182 -1.0426 -2.4924 0.09 -0.11 0.36 0.425
H -3.6450 0.2574 -3.5700 -0.10 0.03 0.03 0.323
H -1.3836 -0.8135 -1.2462 -0.09 -0.16 0.21 0.145
H -1.6417 0.6996 -0.3417 -0.02 -0.05 0.15 0.312
H 0.1127 0.9606 -2.6577 -0.02 0.07 -0.05 -0.133
H 0.7565 -0.2195 -1.5698 0.20 0.58 0.57 -0.762
H 1.2675 2.6582 0.7304 0.08 0.06 -0.02 0.312
H -0.1638 1.6519 0.9731 -0.10 -0.14 -0.04 0.298
H 2.4608 2.0566 2.1334 0.09 0.14 -0.13 0.483
H 3.5153 0.7348 1.5828 0.18 0.17 0.00 0.207
H 1.1826 0.0631 3.3548 -0.17 0.04 -0.04 0.156
H 2.9419 -1.3214 4.4657 0.29 -0.02 0.11 0.361
H 4.0660 -0.8857 3.1701 0.14 0.01 -0.02 0.373
H 1.8827 -2.8482 3.2519 -0.27 -0.06 -0.12 0.347
H 1.7651 -1.7843 1.8211 -0.19 -0.08 -0.08 0.111
H 3.8844 -2.4840 1.3330 0.07 0.02 -0.12 0.334
H 3.2670 0.6892 4.9673 0.21 0.21 0.08 0.274
H 0.8958 2.2429 4.3301 -0.22 0.07 0.04 0.334
H 1.0675 1.0797 5.6614 -0.35 0.03 0.03 0.350
H 1.2481 3.4329 6.5031 0.01 0.08 0.03 0.369
Br -3.7870 -5.8249 -2.5393 -0.12 -0.01 0.04 -0.069
C -4.4753 -6.5954 -0.8879 0.08 -0.09 -0.13 -0.538
C -5.8866 -6.1622 -0.5916 0.00 0.09 0.09 -0.618
Br -5.9771 -4.3445 0.0844 0.04 0.03 -0.06 -0.130
H -3.7783 -6.3202 -0.1031 -0.01 0.04 0.04 0.272
H -4.4450 -7.6715 -1.0429 -0.02 -0.01 0.01 0.356
H -6.3107 -6.7845 0.1927 0.03 -0.04 0.00 0.355
H -6.5228 -6.2004 -1.4693 0.00 -0.03 -0.03 0.374
Br -1.4177 -4.3812 0.0764 0.07 0.16 -0.06 -0.138
C -0.4311 -4.8099 -1.5463 0.04 -0.10 0.23 -0.409
C 1.0079 -4.3627 -1.4847 0.09 0.05 -0.20 -0.517
Br 1.2321 -2.4540 -1.8062 -0.04 -0.60 0.11 -0.109
H -0.9840 -4.3741 -2.3714 0.00 0.05 0.04 -0.180
H -0.4782 -5.8947 -1.6126 0.02 0.00 -0.08 0.506
H 1.5885 -4.8446 -2.2686 -0.06 -0.06 -0.01 0.396
H 1.4640 -4.5746 -0.5250 0.02 0.01 0.09 0.472
Br -0.7503 5.9775 -3.6476 -0.02 0.02 -0.02 -0.199
C -0.1591 4.2520 -2.9672 -0.01 0.08 0.11 -0.307
C 0.3986 3.3786 -4.0554 -0.10 -0.13 -0.03 -0.418
Br -1.0124 2.6448 -5.1740 0.08 0.09 -0.09 -0.119
H -1.0198 3.8011 -2.4827 0.00 -0.04 0.01 0.143
H 0.6045 4.4711 -2.2253 0.02 -0.02 -0.02 0.393
H 0.9033 2.5251 -3.6101 0.03 0.06 0.00 0.084
H 1.0819 3.9025 -4.7151 0.01 0.06 0.02 0.486
Br -4.2999 4.4066 -2.0033 0.04 -0.01 -0.03 -0.083
C -4.2538 6.3469 -2.0967 0.08 -0.12 0.05 -0.502
C -5.0893 6.9851 -1.0203 -0.11 0.08 -0.06 -0.604
Br -6.9934 6.8618 -1.3993 0.03 -0.03 0.03 -0.152
H -4.5851 6.6175 -3.0935 -0.01 0.04 -0.01 0.371
H -3.2076 6.6181 -1.9778 0.00 0.02 0.01 0.209
H -4.8728 8.0487 -0.9550 0.02 0.01 -0.02 0.372
H -4.9354 6.5214 -0.0520 0.03 -0.01 0.02 0.373
Br -3.2420 -4.9047 -6.0435 0.04 0.06 -0.05 -0.173
C -1.3964 -5.4565 -6.2996 -0.13 -0.05 0.07 -0.575
C -0.4427 -4.6036 -5.5063 0.13 0.12 -0.12 0.148
Br -0.1963 -2.8449 -6.2916 0.10 -0.14 -0.13 -0.097
H -1.2022 -5.4118 -7.3657 0.04 0.01 -0.02 0.418
H -1.3487 -6.4895 -5.9625 0.01 0.00 0.02 0.358
H 0.5450 -5.0593 -5.4861 0.00 -0.03 -0.01 0.397
H -0.7918 -4.4413 -4.4924 -0.02 -0.02 0.03 -0.425
Br 7.9508 3.4125 6.4929 -0.03 -0.04 0.01 -0.134
C 6.3051 3.8836 7.4195 0.11 0.02 -0.11 -0.493
C 6.4956 3.9209 8.9109 -0.10 -0.08 0.07 -0.559
Br 6.5930 2.1356 9.6783 0.05 0.02 -0.01 -0.146
H 5.5551 3.1644 7.1120 -0.05 0.02 0.00 0.282
H 6.0310 4.8673 7.0472 -0.01 0.02 0.02 0.333
H 5.6411 4.3959 9.3868 -0.02 0.00 -0.02 0.346
H 7.4066 4.4333 9.2004 0.02 0.02 -0.01 0.387

# 6
8
Properties=species:S:1:pos:R:3:forces:R:3:mulliken_charge:R:1 method="wB97M-V/def2-TZVPD" e_above_lowest_ev=1.703 total_charge=0 homo_ev=-11.29 orbital_gap_ha=0.433 e_lumo_ev=0.5
C 0.1036 -0.5677 0.6504 -0.18 -0.73 1.28 -0.986
S -0.1582 0.5641 -0.6673 -1.85 0.76 -0.13 0.873
O -0.7152 -0.1502 -1.7642 -0.46 -0.71 -0.77 -0.567
O -0.8781 1.6925 -0.1180 0.91 -0.50 -0.15 -0.559
H -0.7260 -1.0781 1.1922 -0.37 0.93 -1.32 0.324
H 0.7738 -1.3603 0.4922 0.95 -1.09 -1.32 0.392
H 0.5814 -0.0882 1.4452 0.76 1.51 1.25 0.383
H 1.0187 0.9880 -1.2304 0.23 -0.18 1.15 0.140

# 7
8
Properties=species:S:1:pos:R:3:forces:R:3:mulliken_charge:R:1 method="wB97M-V/def2-TZVPD" e_above_lowest_ev=0.981 total_charge=0 homo_ev=-10.82 orbital_gap_ha=0.430 e_lumo_ev=0.9
H 0.6728 0.5047 2.1500 -0.01 -0.01 -0.09 0.246
N 0.3143 0.0433 1.3185 0.00 0.32 -0.26 -0.587
C 0.2915 0.8314 0.3357 0.02 -0.05 0.37 0.175
O -0.1672 0.4458 -0.8804 0.08 -0.02 -0.03 -0.306
C -0.4774 -0.9054 -1.0199 0.29 -0.58 -0.08 0.183
O 0.3434 -1.7354 -1.2418 -0.55 0.54 0.07 -0.396
H 0.5876 1.8826 0.2988 -0.02 -0.17 0.04 0.344
H -1.5650 -1.0669 -0.9609 0.19 -0.03 -0.03 0.341

# 8
61
Properties=species:S:1:pos:R:3:forces:R:3:mulliken_charge:R:1 method="wB97M-V/def2-TZVPD" total_charge=0 homo_ev=-3.61 orbital_gap_ha=0.080 e_lumo_ev=-1.4
C -2.9891 1.1683 -4.1533 1.89 1.36 -0.11 -0.942
C -1.9855 2.2862 -3.4199 0.96 -1.20 0.35 0.404
C -2.1758 3.8409 -3.9029 -1.30 0.27 0.49 -0.930
N -1.0688 1.8095 -2.5166 -5.21 1.11 -0.68 -0.716
C -1.3309 2.2980 -1.1098 1.82 -2.70 0.43 1.163
C -2.8622 2.4141 -0.5390 -1.21 0.68 0.06 -0.406
C -3.4487 3.9431 -0.4219 -0.31 0.42 0.94 -0.475
N -4.8081 4.1500 -1.0656 1.04 0.02 -0.95 -0.582
C -0.5459 1.2498 -0.0709 2.07 -0.08 1.83 -1.023
C 0.5186 2.2190 0.7757 -1.33 1.16 -2.15 -0.462
C 0.9791 3.1560 -0.5286 0.82 -3.64 1.23 -0.614
N -0.4208 3.5407 -1.0520 2.15 2.65 1.39 -0.203
H -2.8215 0.1425 -3.6061 -0.42 2.18 -1.24 0.265
H -4.0709 1.6071 -4.0450 2.02 -0.98 -0.33 0.296
H -2.6358 1.1501 -5.2859 -1.15 -0.25 2.23 0.343
H -1.5762 4.1369 -4.8696 -0.96 -1.00 1.90 0.298
H -1.9235 4.6392 -3.0685 -0.40 -1.72 -1.62 0.224
H -3.3199 3.9968 -4.1651 2.34 -0.28 0.48 0.242
H -3.6405 1.8139 -1.2171 2.12 1.18 1.21 0.335
H -2.9869 1.9332 0.5464 0.79 1.00 -2.54 0.348
H -2.7429 4.7783 -0.8403 -1.15 -1.66 0.69 0.245
H -3.5837 4.1836 0.7375 0.43 -0.51 -2.44 0.253
H -5.2816 3.2490 -1.2989 0.70 1.20 0.17 0.287
H -4.7416 4.7731 -1.9220 -0.15 -1.41 1.45 0.262
H 0.1460 0.4247 -0.5478 -1.88 1.62 0.49 0.086
H -1.1648 0.7632 0.7947 0.78 0.70 -2.18 0.219
H 1.4041 1.7057 1.3431 -2.11 0.90 -1.01 0.162
H -0.2405 2.8974 1.3690 2.04 -1.18 -0.28 0.212
H 1.3734 2.3108 -1.2714 -0.55 2.30 1.28 0.355
H 1.7527 4.0152 -0.3466 -1.98 -1.35 -0.57 0.346
H -0.6810 4.2753 -0.3266 -0.18 -0.81 -1.46 0.414
H -0.1504 3.9562 -1.9890 -1.53 -0.52 1.20 0.427
C 1.0377 -3.1354 -0.5269 -0.09 -0.41 -0.34 -1.526
C 0.8702 -3.3703 0.9904 0.12 -0.56 -0.40 1.378
C 1.6066 -4.6719 1.4023 -0.13 -0.11 0.08 -1.357
C 3.1293 -4.5939 1.3799 0.16 -0.33 -0.03 -0.611
C 3.6761 -3.1927 1.6231 0.08 0.28 -0.13 -1.385
C 2.7139 -2.2395 2.3772 0.19 -0.25 -0.28 1.559
N 1.4493 -2.1705 1.6234 0.04 0.54 0.22 0.856
O 0.5157 -1.3219 2.1998 -0.07 0.23 0.05 -0.918
C 3.3863 -0.8398 2.3602 -0.21 0.07 0.12 -1.847
C 2.5828 -2.6905 3.8498 -0.02 0.08 0.28 -1.653
C -0.6401 -3.6385 1.2524 0.17 0.46 0.25 -1.697
H 0.4941 -2.2422 -0.8516 0.02 -0.01 0.24 0.194
H 0.6511 -3.9822 -1.1072 -0.05 -0.05 -0.03 0.377
H 2.0858 -2.9990 -0.8087 -0.05 0.00 0.17 0.319
H 1.2946 -4.9595 2.4140 -0.13 0.23 -0.12 0.322
H 1.2908 -5.5075 0.7598 -0.10 0.24 0.04 0.542
H 3.5269 -5.2834 2.1351 -0.07 0.04 -0.10 0.333
H 3.5052 -4.9582 0.4166 0.00 0.03 0.09 0.332
H 4.6354 -3.2712 2.1512 -0.18 0.17 0.09 0.512
H 3.9220 -2.7535 0.6475 -0.17 0.18 0.16 0.315
H 3.4623 -0.4512 1.3373 -0.12 -0.19 0.05 0.360
H 4.4034 -0.8871 2.7691 -0.09 -0.16 0.00 0.380
H 2.8320 -0.1072 2.9588 -0.10 -0.26 -0.11 0.329
H 3.5673 -2.7070 4.3356 -0.03 0.00 -0.13 0.384
H 2.1580 -3.6931 3.9553 0.01 0.09 -0.15 0.323
H 1.9558 -2.0063 4.4313 -0.05 -0.04 -0.32 0.339
H -0.9821 -4.5194 0.6935 0.35 0.02 -0.01 0.384
H -1.2714 -2.8030 0.9311 0.27 0.00 0.19 0.243
H -0.8356 -3.8317 2.3138 0.09 0.20 -0.16 0.383